The following is a quantum chemistry calculation of a structure of composition C33H40N4OsP2S in a non-equilibrium geometry, from the Open Molecules 2025 dataset.

The geometry in XYZ format:
```
81
Properties=species:S:1:pos:R:3:forces:R:3:lowdin_spin:R:1
Os 0.0906 0.5708 1.5438 -0.85 -1.31 1.55 1.542
S -1.4710 0.6191 3.3577 0.42 0.25 0.69 0.595
P -1.3286 -0.8038 0.4503 -2.23 0.43 -0.59 0.049
P 1.6228 -0.4996 0.3875 3.31 0.27 -0.63 0.042
N 2.8176 -1.6067 1.0609 -0.75 0.73 -0.08 -0.006
N -2.7068 -1.6733 1.0683 0.47 0.38 -0.38 0.005
N -2.1797 0.5663 -0.4110 -0.38 -1.48 -0.68 0.073
N 2.6155 0.8168 -0.2385 -0.66 -1.02 0.32 0.023
C -0.9468 0.1672 4.9411 -0.32 0.08 0.20 0.113
C -0.1977 -1.4558 6.5811 -0.13 -0.26 -0.59 0.005
C -3.9224 -1.9064 0.4143 -0.40 -0.71 0.60 0.007
C -2.4036 2.7185 -1.0486 -0.87 0.09 -0.89 0.036
C 2.9425 -2.9722 0.7964 0.63 -0.72 0.45 0.000
C 1.6366 0.8813 2.8484 0.67 0.18 1.79 0.087
C -0.5217 -1.7988 -0.8594 -0.22 -0.42 -0.11 -0.002
C -2.7597 -2.3465 2.2943 -0.75 -0.32 0.16 0.010
C -0.6142 -1.1556 5.2833 0.44 -0.38 0.32 0.070
C -1.9542 1.7261 -4.6892 -0.32 0.70 -0.15 0.075
C -0.9689 1.1503 5.9571 -0.20 0.24 0.19 0.086
C 2.2480 2.1091 0.1234 0.85 0.52 -0.18 0.055
C 0.2894 -0.2990 -5.1513 0.43 -0.49 -0.34 0.001
C -3.9857 -2.9867 2.4094 0.97 0.63 -0.56 0.004
C 4.4670 -2.4390 2.3907 -0.94 0.73 -0.57 0.000
C 4.3297 2.1656 -0.7723 -0.46 -1.03 0.15 0.005
C -0.9509 2.2991 -5.6453 -0.37 0.55 -0.44 0.010
C -1.2204 -0.6297 -5.0562 0.57 -0.27 0.30 0.007
C 3.9458 -3.5116 1.5938 -0.83 0.87 -0.55 0.000
C -1.7859 1.8631 -0.1488 -0.26 -0.18 -0.18 0.311
C -0.5026 0.8500 7.2304 0.01 0.16 -0.09 -0.001
C -0.0904 -0.4526 7.5527 -0.09 0.22 -0.20 0.120
C 0.9438 -1.3526 -1.0565 -0.16 -0.45 -0.22 0.008
C 3.8873 0.8495 -0.7919 0.21 0.89 0.06 0.003
C -3.2380 1.9147 -1.8680 0.86 2.00 0.30 0.166
C 0.9070 1.7942 -3.9159 0.48 -0.58 -0.40 0.004
C 3.7433 -1.3032 2.0653 0.64 -0.62 0.34 0.000
C -2.0642 0.4226 -4.4197 -0.43 -0.23 -0.27 0.061
C 0.8977 0.4583 -4.0014 0.36 0.16 -0.09 0.004
C -4.7211 -2.7124 1.2103 1.10 0.67 -0.40 0.003
C 0.4421 2.6448 -5.0639 -0.44 0.41 0.12 0.005
C 3.3131 2.9545 -0.1601 -1.18 -0.63 0.15 0.006
C -3.0621 0.5972 -1.4659 1.04 -1.03 0.99 0.294
H -2.8876 0.0325 -3.8262 -0.09 0.29 -0.21 0.001
H 0.8111 -1.2648 -5.2131 -0.09 0.25 -0.20 0.000
H -2.2574 3.7952 -1.1282 -0.13 -0.42 0.14 -0.002
H 1.1302 2.5866 -5.9226 0.11 0.00 0.48 0.000
H 2.6502 1.1605 2.5137 -0.70 -0.06 0.09 0.009
H -1.3695 2.1343 5.6970 0.31 -0.26 0.27 0.003
H 0.4786 0.2156 -6.1052 0.09 -0.17 0.38 0.000
H 4.3520 -0.0564 -1.1493 0.06 0.08 0.06 0.000
H -0.8384 1.6565 -6.5330 -0.16 0.14 0.41 0.004
H -1.5524 -0.8403 -6.0855 -0.21 0.01 0.34 0.004
H -3.4708 -0.3130 -1.8714 -0.06 0.16 0.00 0.006
H 3.7924 -0.3196 2.4966 0.22 -0.12 -0.21 0.000
H 1.3857 2.3206 -3.0890 0.07 -0.29 -0.09 0.000
H -0.4706 1.6302 7.9881 -0.02 -0.16 -0.18 -0.002
H 1.5921 -2.1914 -1.3431 -0.28 0.20 -0.05 0.001
H -4.3220 -3.5856 3.2454 0.13 0.14 -0.11 0.000
H -3.8508 2.2329 -2.6980 -0.10 0.02 0.27 0.004
H -1.9323 -2.2644 2.9812 -0.13 -0.16 -0.12 0.001
H 1.2367 1.6588 3.5248 0.47 -0.18 -0.04 0.018
H 5.2804 -2.4835 3.1081 -0.28 0.01 -0.17 0.000
H -4.1193 -1.4583 -0.5401 -0.16 -0.22 0.05 0.001
H 0.4350 3.6897 -4.7386 0.02 -0.12 -0.11 0.000
H -2.6878 2.4596 -4.3188 0.42 -0.55 -0.02 0.001
H -0.7109 -1.9300 4.5194 0.25 0.16 0.41 0.002
H 5.2781 2.5292 -1.1398 -0.07 -0.12 0.04 0.001
H 1.6617 -0.0661 3.4225 0.29 0.51 0.12 0.009
H 0.0343 -2.4891 6.8365 0.01 0.28 -0.07 -0.001
H -1.1046 -1.7083 -1.7938 0.28 -0.17 0.30 0.000
H 1.2703 2.2579 0.6212 0.82 0.38 -0.39 0.024
H -5.7061 -3.0718 0.9518 0.07 0.12 0.06 0.000
H 0.2919 -0.6834 8.5570 -0.29 0.10 -0.54 0.005
H -1.1014 2.0509 0.7040 -0.56 0.45 -0.69 0.033
H -0.5646 -2.8518 -0.5290 -0.14 0.36 -0.10 0.000
H -1.3502 -1.5596 -4.4833 0.02 0.11 -0.23 0.002
H 0.9977 -0.6157 -1.8652 -0.07 -0.10 0.47 0.000
H 1.5175 -0.1602 -3.3434 -0.37 0.53 -0.07 0.000
H 2.3057 -3.4383 0.0634 0.12 -0.15 0.07 0.000
H 4.2732 -4.5451 1.6185 -0.14 0.25 -0.15 0.000
H 3.3479 4.0045 0.0805 0.01 0.02 -0.18 0.000
H -1.3690 3.2473 -6.0096 0.08 -0.29 -0.10 0.000
```
Forces are in eV/Å.

Output
- charge = +2
- ΔE to the lowest compared entry with this formula, charge and spin (kcal/mol) = 0.0
- 2S+1 = 5
- HOMO-LUMO gap (spin up / spin down) (eV) = 7.2 / 3.6
- electronic energy (eV) = -72689.1575
- E_HOMO (spin up / spin down) (eV) = -13.1574 / -13.1455
- expectation value of S² = 6.045